{"formula": "C44H71BrN8O4PbSSi", "method": "ωB97M-V/def2-TZVPD", "homo_lumo_gap_ev": [5.98, 5.52], "e_tot_ev": -160882.5265, "molar_mass_g_mol": 1123.4, "total_charge": 2, "spin_multiplicity": 1, "homo_ha": [-0.4832, -0.4738], "species": ["Pb", "C", "N", "C", "C", "C", "C", "C", "C", "C", "N", "C", "C", "C", "C", "C", "C", "N", "C", "C", "H", "H", "H", "H", "H", "H", "H", "H", "H", "H", "H", "H", "H", "H", "H", "H", "H", "H", "H", "H", "C", "N", "C", "N", "C", "N", "C", "N", "C", "C", "H", "H", "H", "H", "H", "H", "H", "H", "H", "H", "H", "H", "C", "C", "C", "C", "C", "C", "C", "S", "O", "O", "N", "C", "C", "C", "O", "O", "H", "H", "H", "H", "H", "H", "H", "H", "H", "H", "H", "H", "C", "C", "C", "C", "Si", "Br", "C", "C", "C", "C", "C", "C", "C", "C", "H", "H", "H", "H", "H", "H", "H", "H", "H", "H", "H", "H", "H", "H", "H", "H", "H", "H", "H", "H", "H", "H", "H", "H", "H", "H", "H"], "coordinates": [[0.725709, 0.244986, 0.037478], [3.814267, -0.207180, -2.437730], [3.947978, 0.492792, -1.158727], [4.017188, 1.945739, -1.339227], [4.479984, -0.172938, -0.102540], [5.210051, -1.373224, -0.299151], [5.772636, -2.021798, 0.761938], [5.608543, -1.558076, 2.093319], [4.947220, -0.395473, 2.321218], [4.358996, 0.336112, 1.244585], [3.594205, 1.417144, 1.440995], [3.914482, 2.383714, 2.313771], [5.247181, 2.616234, 2.773632], [5.587671, 3.819387, 3.314176], [4.616799, 4.833692, 3.440614], [3.306573, 4.624088, 3.072649], [2.909719, 3.378692, 2.576792], [1.595707, 3.037433, 2.349002], [1.069151, 1.972983, 3.214383], [0.645009, 4.129738, 2.186434], [4.731986, -0.121933, -3.026945], [3.009011, 0.266445, -3.001007], [3.558833, -1.251081, -2.283675], [4.774253, 2.158377, -2.098547], [4.274841, 2.455710, -0.421253], [3.059658, 2.325967, -1.697177], [5.383524, -1.742587, -1.299257], [6.378498, -2.901048, 0.578604], [6.011509, -2.131897, 2.915909], [4.781737, -0.037152, 3.328451], [6.005781, 1.866022, 2.603309], [6.606653, 4.010708, 3.619220], [4.900830, 5.789026, 3.861442], [2.577170, 5.405334, 3.226845], [0.945386, 2.340154, 4.239379], [1.737512, 1.115115, 3.227202], [0.099542, 1.649352, 2.840764], [0.354208, 4.579440, 3.143209], [-0.254511, 3.733522, 1.715248], [1.063770, 4.898447, 1.540928], [-1.504134, -1.665761, -1.753625], [-2.399055, -1.932581, -2.859489], [-1.641025, -1.840014, -4.107613], [-1.049563, -0.507704, -4.280033], [-0.159551, -0.252457, -3.165728], [-0.882857, -0.305957, -1.858550], [-1.991408, 0.685001, -1.915792], [-2.897031, 0.433971, -3.017897], [-3.451289, -0.918773, -2.873561], [-2.130321, 0.483064, -4.268526], [-0.699129, -2.399144, -1.751176], [-2.049141, -1.716306, -0.810438], [-2.307049, -2.043942, -4.946526], [-0.844402, -2.583981, -4.097541], [0.273246, 0.747671, -3.276700], [0.638163, -0.996788, -3.148462], [-1.558514, 1.684103, -2.027943], [-2.526899, 0.634791, -0.968297], [-4.130908, -1.113706, -3.702923], [-4.011783, -0.981526, -1.941192], [-1.705527, 1.481283, -4.389889], [-2.801759, 0.287161, -5.104043], [1.391276, -1.186667, -7.229383], [2.132710, -1.966073, -6.181221], [1.567074, -3.114162, -5.624440], [2.245323, -3.861990, -4.677190], [3.507050, -3.447445, -4.265440], [4.104404, -2.329429, -4.826457], [3.413033, -1.595306, -5.778432], [4.349856, -4.334136, -2.999368], [4.087037, -5.727106, -3.183174], [5.685244, -3.817852, -2.874576], [3.608981, -3.799998, -1.613267], [2.357850, -4.419655, -1.181783], [1.952562, -3.803490, 0.144550], [1.614706, -2.336950, 0.060060], [1.432066, -1.772394, -1.054698], [1.447506, -1.681425, 1.133024], [1.435708, -1.704267, -8.189357], [1.822752, -0.196285, -7.366982], [0.342913, -1.072924, -6.956471], [0.590962, -3.439643, -5.963368], [1.821340, -4.778326, -4.287629], [5.111682, -2.062900, -4.534697], [3.883094, -0.730578, -6.231144], [4.316294, -3.791677, -0.887714], [2.445516, -5.504120, -1.096323], [1.595295, -4.196343, -1.929083], [2.717581, -3.937662, 0.912454], [1.055929, -4.296719, 0.528711], [-6.576335, -0.299097, 2.172293], [-5.228059, -0.186811, 1.415814], [-4.739569, -1.601073, 1.068147], [-5.492662, 0.560654, 0.103004], [-4.089808, 0.750385, 2.612079], [-1.633289, -0.165830, 1.708632], [-3.831977, 2.607775, 2.333571], [-5.237066, 3.246894, 2.461505], [-2.927235, 3.250580, 3.389528], [-3.252907, 2.929159, 0.948128], [-3.796519, 0.028722, 4.340907], [-2.446213, 0.374663, 4.985913], [-4.916391, 0.671741, 5.200781], [-3.948987, -1.497107, 4.370565], [-7.281660, -0.840125, 1.536186], [-7.019290, 0.677832, 2.382766], [-6.496492, -0.851692, 3.106121], [-5.426458, -2.020472, 0.327412], [-4.738419, -2.270571, 1.923607], [-3.740002, -1.598705, 0.639301], [-6.252798, 0.006394, -0.454575], [-4.608264, 0.620630, -0.527316], [-5.876756, 1.567627, 0.245055], [-5.651638, 3.126988, 3.464701], [-5.957852, 2.856599, 1.745867], [-5.149060, 4.320959, 2.277491], [-3.303732, 3.122301, 4.402462], [-2.884145, 4.326370, 3.195110], [-1.910060, 2.858588, 3.344601], [-3.934343, 2.684881, 0.136965], [-2.308930, 2.411078, 0.777869], [-3.063502, 4.005974, 0.900749], [-2.308903, 1.440039, 5.143373], [-1.605645, -0.010309, 4.413238], [-2.422954, -0.102702, 5.969183], [-4.829930, 1.758272, 5.255742], [-4.829499, 0.290636, 6.221586], [-5.920070, 0.422697, 4.852229], [-3.168233, -1.989126, 3.788939], [-4.918512, -1.839529, 4.016688], [-3.850900, -1.830142, 5.406867]], "atomic_forces_ev_per_a": [[0.05, 0.07, -0.27], [0.10, 0.05, 0.00], [0.00, -0.06, -0.02], [-0.04, 0.02, 0.05], [-0.11, -0.05, 0.01], [-0.03, 0.00, 0.02], [0.01, 0.01, -0.01], [-0.01, 0.01, 0.00], [0.08, 0.06, -0.01], [0.04, -0.04, 0.02], [0.11, 0.05, -0.12], [-0.06, -0.07, 0.21], [0.03, 0.04, -0.04], [-0.02, -0.01, 0.02], [0.00, -0.01, 0.00], [0.00, 0.02, -0.08], [-0.03, -0.09, 0.05], [-0.01, 0.18, 0.04], [0.04, -0.12, -0.14], [-0.02, -0.01, 0.06], [-0.01, -0.01, 0.02], [0.02, 0.01, 0.00], [-0.03, -0.01, 0.02], [-0.02, 0.00, -0.03], [0.02, -0.02, -0.03], [-0.02, 0.01, 0.03], [0.00, -0.02, -0.01], [-0.01, -0.01, 0.00], [0.00, 0.00, 0.01], [0.01, 0.00, 0.01], [0.01, 0.03, -0.05], [0.01, 0.01, -0.01], [0.00, 0.01, 0.00], [-0.01, 0.00, 0.01], [-0.02, 0.01, 0.00], [0.01, 0.00, 0.01], [-0.01, 0.02, 0.02], [0.00, 0.00, 0.00], [-0.02, 0.00, 0.00], [0.00, 0.00, -0.01], [0.04, -0.05, -0.04], [0.02, 0.00, 0.02], [-0.01, 0.00, -0.02], [0.01, 0.00, -0.01], [0.03, 0.02, -0.03], [0.01, -0.08, 0.07], [0.01, 0.05, -0.03], [0.03, -0.03, 0.00], [-0.02, 0.03, -0.01], [-0.02, 0.03, 0.00], [-0.02, 0.02, 0.01], [-0.02, 0.01, 0.01], [0.00, 0.00, 0.00], [0.03, -0.02, -0.01], [0.01, 0.00, 0.01], [-0.02, 0.00, 0.00], [0.01, 0.01, 0.01], [-0.05, -0.01, 0.03], [0.00, 0.00, -0.01], [-0.03, 0.00, 0.03], [0.00, 0.00, 0.00], [0.00, 0.00, 0.00], [0.03, 0.00, 0.00], [-0.01, -0.01, 0.00], [0.01, -0.01, 0.01], [0.02, -0.01, -0.02], [-0.03, 0.07, 0.06], [0.00, -0.03, -0.01], [0.00, 0.01, 0.01], [-0.04, -0.03, -0.03], [0.00, -0.01, 0.00], [0.02, 0.01, -0.02], [-0.01, 0.04, -0.02], [-0.01, 0.08, -0.04], [-0.05, 0.01, -0.05], [-0.01, -0.09, -0.01], [0.09, 0.03, 0.08], [-0.04, 0.09, 0.13], [-0.01, 0.00, 0.00], [0.00, 0.00, 0.00], [-0.03, 0.01, 0.00], [-0.01, -0.02, -0.01], [-0.01, 0.00, 0.01], [0.00, 0.01, 0.01], [0.01, 0.00, -0.01], [0.05, -0.06, 0.04], [0.01, 0.00, 0.03], [0.00, -0.03, -0.02], [0.00, 0.00, 0.01], [0.01, -0.02, 0.03], [-0.05, 0.03, -0.13], [-0.19, 0.12, 0.27], [-0.11, 0.01, -0.03], [-0.03, -0.06, 0.00], [1.46, -0.55, -0.47], [-0.57, 0.13, 0.05], [-0.34, -0.04, 0.08], [0.08, 0.09, 0.07], [0.01, 0.00, -0.05], [-0.04, 0.09, 0.05], [-0.38, 0.24, 0.04], [-0.06, -0.04, 0.03], [0.02, -0.11, 0.07], [0.04, 0.02, 0.03], [-0.01, 0.01, 0.00], [0.01, 0.00, 0.02], [0.00, -0.02, 0.01], [-0.02, -0.02, 0.02], [0.04, -0.01, 0.04], [0.00, 0.01, -0.03], [0.01, -0.01, -0.01], [0.08, 0.03, -0.03], [-0.02, 0.01, 0.00], [-0.01, -0.01, 0.00], [-0.01, -0.01, -0.01], [-0.01, 0.01, 0.01], [-0.01, 0.01, 0.01], [0.02, 0.00, -0.01], [0.01, -0.03, 0.03], [0.00, -0.04, -0.03], [0.03, 0.02, -0.01], [-0.03, 0.00, -0.02], [0.02, 0.04, -0.01], [0.02, -0.02, 0.01], [0.00, 0.01, 0.01], [0.00, 0.01, 0.00], [-0.01, 0.01, 0.01], [0.00, 0.01, -0.01], [-0.01, -0.01, -0.02], [-0.02, -0.01, 0.00], [0.01, 0.00, 0.00]]}